Record 1
# C3H12N2O3

A 3-piece molecular cluster, C3H12N2O3 overall at a distorted geometry (wB97M-V/def2-TZVPD, OMol25).

Geometry as ORCA input:
```
! wB97M-V def2-TZVPD RIJCOSX def2/J DEFGRID3
* xyz 0 1
C -0.14513 0.81341 -1.74025
N -1.00099 -0.04034 -0.94070
C -0.79560 -0.48947 0.33136
N 0.32353 -0.29592 1.10115
O -1.71435 -1.15264 0.82167
C 0.75383 0.15097 -2.76441
H 0.56372 1.28081 -1.04734
H -0.81821 1.53428 -2.21172
H -1.80903 -0.51236 -1.30496
H 0.16974 0.01748 2.04358
H 1.14285 0.14666 0.71203
H 0.24367 -0.01952 -3.70831
H 1.14704 -0.83091 -2.50686
H 1.52322 0.86228 -3.10532
H 2.90245 1.43181 2.44280
H 2.48761 2.53809 1.34596
O 2.21156 1.97757 2.06649
H -2.43744 -2.94850 2.19977
H -2.13284 -1.81997 3.17540
O -2.61562 -2.64372 3.08964
*
```

Output
Frontier orbital gap: 9.8 eV
HOMO: -9.541 eV

Atomic partial charges in e from the Löwdin method, atoms 1 to 2: atom 1 (C): -0.24, atom 2 (N): 0.06



Record 2
# C3H12N2OS

A 2-piece molecular cluster, C3H12N2OS overall at a distorted geometry (wB97M-V/def2-TZVPD, OMol25).

Geometry as ORCA input:
```
! wB97M-V def2-TZVPD RIJCOSX def2/J DEFGRID3
* xyz 0 1
C 0.39810 0.52367 0.26076
C 1.01340 0.90793 -1.08634
S 0.97875 2.72042 -1.33754
N 0.30322 -0.93582 0.33545
C 0.12312 -1.33611 1.72517
N -1.02003 -0.71870 2.41579
H -0.59580 0.99905 0.27173
H 1.08869 0.93470 0.99813
H 2.07949 0.67292 -1.06416
H 0.53381 0.50575 -1.96836
H 2.20185 2.95203 -1.86474
H -0.58300 -1.21465 -0.07780
H 1.02913 -1.04519 2.25132
H -0.05520 -2.40723 1.90095
H -1.08694 -0.84838 3.40851
H -1.88807 -0.46474 1.98436
H -1.83794 -0.69929 -3.37884
H -1.27032 0.16910 -2.23923
O -1.41225 -0.71545 -2.53517
*
```

Output
Frontier orbital gap: 9.4 eV
HOMO: -8.714 eV

Atomic partial charges in e from the Löwdin method, atoms 1 to 2: atom 1 (C): -0.32, atom 2 (C): -0.56



Record 3
# C3H12N2OS

A 2-piece molecular cluster, C3H12N2OS overall at a distorted geometry (wB97M-V/def2-TZVPD, OMol25).

Geometry as ORCA input:
```
! wB97M-V def2-TZVPD RIJCOSX def2/J DEFGRID3
* xyz 0 1
N -0.92209 1.51875 -1.45665
C -0.35751 0.77414 -0.37396
C -1.42810 -0.02586 0.42184
S -1.63684 0.57691 2.13128
C 0.82281 -0.16799 -0.94925
N 1.74884 0.83717 -1.55364
H -1.08695 1.03534 -2.31254
H -0.96898 -0.34079 2.84030
H -0.64865 2.47960 -1.57916
H 0.22842 1.36190 0.32906
H -1.16258 -1.08223 0.40726
H -2.38407 0.00861 -0.10890
H 1.35242 -0.51152 -0.06359
H 0.36814 -0.87259 -1.64214
H 2.46868 1.01571 -0.85911
H 2.35129 0.38406 -2.23818
H 0.82735 -2.89935 2.63891
H -0.27111 -2.01771 2.19820
O 0.69895 -2.07416 2.17028
*
```

Output
Frontier orbital gap: 9.0 eV
HOMO: -8.428 eV

Atomic partial charges in e from the Löwdin method, atoms 1 to 2: atom 1 (N): 0.03, atom 2 (C): -0.47



Record 4
# C3H12N2OSi

A 2-piece molecular cluster, C3H12N2OSi overall at a distorted geometry (wB97M-V/def2-TZVPD, OMol25).

Geometry as ORCA input:
```
! wB97M-V def2-TZVPD RIJCOSX def2/J DEFGRID3
* xyz 0 1
C -0.05931 -0.06178 -1.29537
C 1.90872 -1.34542 0.38807
C 0.77177 1.73177 0.86899
N -0.77683 -0.73391 1.74245
N -3.12761 -0.02289 -1.74226
O -2.92371 0.57094 -2.76360
Si 0.42722 -0.11741 0.55730
H -0.50519 -0.88299 -1.74882
H -0.70999 0.78097 -1.67363
H 0.94304 0.21808 -1.65890
H 2.35745 -1.53140 1.35200
H 1.42408 -2.33272 0.12760
H 2.65586 -1.13499 -0.32719
H 1.14207 2.20735 0.00634
H -0.28305 2.24002 1.07506
H 1.41693 2.00254 1.71696
H -0.27973 -1.01473 2.59160
H -1.69723 -1.10807 1.69147
H -2.68449 0.53466 -0.90807
*
```

Output
Frontier orbital gap: 9.2 eV
HOMO: -9.450 eV

Atomic partial charges in e from the Löwdin method, atoms 1 to 2: atom 1 (C): -0.21, atom 2 (C): -0.19



Record 5
# C3H12N2S

C3H12N2S as an isolated structure (wB97M-V/def2-TZVPD, OMol25).

Geometry as ORCA input:
```
! wB97M-V def2-TZVPD RIJCOSX def2/J DEFGRID3
* xyz -1 2
C -0.50379 1.69405 -0.69795
N 0.09306 0.94128 -1.81102
C 0.50451 2.04627 0.37023
N 0.67057 0.98099 1.37351
H -1.35599 1.20850 -0.22614
H -0.91568 2.62766 -1.09518
H 0.18962 -0.03655 -1.55655
H -0.54110 0.97021 -2.60188
H 0.18730 2.97587 0.88592
H 1.46790 2.25271 -0.10428
H 1.56362 1.07863 1.88800
H -0.10222 1.01640 2.06832
H 0.58984 -0.13091 0.91285
C -1.16049 -2.34462 -0.24900
S 0.41146 -1.77031 0.48418
H -1.72805 -2.91433 0.48454
H -1.77503 -1.51880 -0.61603
H -0.93175 -2.97566 -1.09700
*
```

Output
Frontier orbital gap (alpha / beta): 3.2 / 7.7 eV
HOMO (alpha / beta): 0.606 / -3.983 eV

Atomic partial charges in e from the Löwdin method, atoms 1 to 2: atom 1 (C): -0.35, atom 2 (N): -0.01



Record 6
# C3H12N2S

A 2-piece molecular cluster, C3H12N2S overall at a distorted geometry (wB97M-V/def2-TZVPD, OMol25).

Geometry as ORCA input:
```
! wB97M-V def2-TZVPD RIJCOSX def2/J DEFGRID3
* xyz 0 1
C 3.01104 -0.31364 -1.71152
S 2.65232 0.07292 0.14528
C 2.73703 1.89500 0.26146
H 1.97807 -0.42320 -2.06773
H 3.45899 0.43061 -2.37881
H 3.57042 -1.23257 -1.81245
H 3.17486 2.29154 -0.68249
H 3.37554 2.30212 1.06443
H 1.68161 2.11789 0.33041
N -3.64619 -1.49026 0.19171
C -3.16758 -0.19670 0.68860
N -1.83116 -0.27231 1.40665
H -3.50484 -2.22681 0.87707
H -3.15443 -1.86418 -0.60849
H -4.00011 0.21015 1.25543
H -2.84598 0.43536 -0.13758
H -1.38345 -1.02541 0.88327
H -2.10614 -0.71048 2.29476
*
```

Output
Frontier orbital gap: 9.3 eV
HOMO: -8.403 eV

Atomic partial charges in e from the Löwdin method, atoms 1 to 2: atom 1 (C): -0.36, atom 2 (S): 0.67



Record 7
# C3H12N3

A 2-piece molecular cluster, C3H12N3 overall (wB97M-V/def2-TZVPD, OMol25).

Geometry as ORCA input:
```
! wB97M-V def2-TZVPD RIJCOSX def2/J DEFGRID3
* xyz 1 1
C -1.47917 -0.68922 0.83354
C -1.28731 -0.89157 -0.47504
N 0.06847 -0.61908 -1.00020
N -2.65879 -0.68256 1.49182
H -0.61465 -0.65517 1.49397
H -1.97198 -1.25142 -1.22143
H 0.14485 0.29208 -1.46041
H 0.73880 -0.58804 -0.22472
H 0.41101 -1.30504 -1.67786
H -3.47953 -0.33507 1.02198
H -2.62379 -0.46553 2.47345
C 2.60764 1.22094 -0.98823
N 2.11995 1.38599 0.39199
H 2.60119 0.18486 -1.34372
H 3.63675 1.56591 -1.01137
H 2.02339 1.85969 -1.64572
H 1.14481 1.63103 0.47497
H 2.36430 0.63173 1.01700
*
```

Output
Frontier orbital gap: 9.8 eV
HOMO: -13.137 eV

Atomic partial charges in e from the Löwdin method, atoms 1 to 2: atom 1 (C): -0.19, atom 2 (C): -0.09



Record 8
# C3H12N3

A 2-piece molecular cluster, C3H12N3 overall at a distorted geometry (wB97M-V/def2-TZVPD, OMol25).

Geometry as ORCA input:
```
! wB97M-V def2-TZVPD RIJCOSX def2/J DEFGRID3
* xyz 1 1
C 1.72139 -0.01504 1.43801
C 0.35368 -1.39202 -0.14762
C 0.47179 -0.19220 0.60828
N -0.60609 0.74433 -1.99313
N -0.50423 0.56756 0.90252
N -1.82182 0.52716 0.54841
H 1.39561 0.27037 2.51550
H 2.41332 0.74482 1.09013
H 2.15077 -1.01726 1.39780
H 1.19683 -1.56998 -0.65653
H -0.38988 -1.49864 -1.00812
H 0.08542 -2.25093 0.50329
H 0.06279 1.52900 -2.00769
H -1.45597 0.96748 -2.30241
H -0.33047 1.40909 1.37067
H -2.06166 -0.02527 -0.30878
H -2.34370 1.33975 0.59083
H -0.33779 -0.13822 -2.54114
*
```

Output
Frontier orbital gap: 10.2 eV
HOMO: -13.892 eV

Atomic partial charges in e from the Löwdin method, atoms 1 to 2: atom 1 (C): 0.02, atom 2 (C): -0.03



Record 9
# C3H12N3O

A 2-piece molecular cluster, C3H12N3O overall (wB97M-V/def2-TZVPD, OMol25).

Geometry as ORCA input:
```
! wB97M-V def2-TZVPD RIJCOSX def2/J DEFGRID3
* xyz -1 1
N -0.55760 -1.96000 1.26440
C -0.38253 -1.33293 2.56334
N 0.82275 -0.56664 2.79468
H -0.42817 -1.21299 0.57466
H 0.14836 -2.65967 1.09445
H -1.21012 -0.63478 2.68373
H -0.47239 -2.11540 3.32615
H 1.66187 -1.13263 2.83007
H 0.89779 0.08846 2.00114
C 0.44077 1.31126 -0.84158
O 0.14124 0.65809 0.30221
C -0.57959 1.00924 -1.96081
N -0.07752 1.37682 -3.29493
H 0.46355 2.42601 -0.74729
H 1.43735 1.06146 -1.29211
H -0.80712 -0.06213 -1.88934
H -1.51496 1.55483 -1.81809
H 0.75258 0.86719 -3.54036
H -0.73623 1.32379 -4.05033
*
```

Output
Frontier orbital gap: 7.4 eV
HOMO: -3.067 eV

Atomic partial charges in e from the Löwdin method, atoms 1 to 2: atom 1 (N): -0.03, atom 2 (C): -0.42



Record 10
# C3H12N3O

A 2-piece molecular cluster, C3H12N3O overall at a distorted geometry (wB97M-V/def2-TZVPD, OMol25).

Geometry as ORCA input:
```
! wB97M-V def2-TZVPD RIJCOSX def2/J DEFGRID3
* xyz 1 1
N 1.38912 0.68859 1.90927
C 0.22867 1.35645 2.17114
N -0.87836 0.98130 1.62319
H 2.30760 1.16306 2.05629
H 1.38973 0.20954 0.97461
H 0.27995 2.18943 2.95000
H -1.65888 1.60692 1.85639
C 0.63774 -0.33992 -1.43461
O 0.95518 -0.26805 -2.82645
C -0.78215 -0.85443 -1.46609
N -1.26927 -1.06705 -0.05301
H 0.69319 0.66042 -0.96699
H 1.29131 -1.00674 -0.87826
H 1.85301 0.07190 -2.90146
H -1.48657 -0.18824 -1.99701
H -0.76353 -1.82578 -1.96244
H -1.08062 -0.22375 0.69272
H -0.78783 -1.86585 0.35233
H -2.31828 -1.28780 -0.09964
*
```

Output
Frontier orbital gap: 11.2 eV
HOMO: -14.107 eV

Atomic partial charges in e from the Löwdin method, atoms 1 to 2: atom 1 (N): 0.09, atom 2 (C): -0.29



Record 11
# C3H12N3O

A 2-piece molecular cluster, C3H12N3O overall at a distorted geometry (wB97M-V/def2-TZVPD, OMol25).

Geometry as ORCA input:
```
! wB97M-V def2-TZVPD RIJCOSX def2/J DEFGRID3
* xyz 1 1
C -2.58238 -1.63357 0.12134
O -1.72659 -1.20873 1.20230
H -2.14550 -0.58173 1.82269
H -2.46489 -0.91847 -0.69796
H -3.60393 -1.66156 0.49693
H -2.26179 -2.62844 -0.18795
C 2.20772 -0.16146 0.95481
C 0.69507 1.00799 -0.54885
N -0.53804 1.21823 -1.00468
N 0.91655 0.31101 0.54526
N 1.69628 1.39199 -1.37244
H -1.25913 1.16862 -0.29683
H -0.86320 1.76993 -1.77907
H 0.12271 0.10723 1.14278
H 2.58742 0.92352 -1.42881
H 1.44417 1.87471 -2.21357
H 3.07394 0.47946 0.73884
H 2.47071 -1.11649 0.47465
H 2.23087 -0.34226 2.03056
*
```

Output
Frontier orbital gap: 11.2 eV
HOMO: -14.175 eV

Atomic partial charges in e from the Löwdin method, atoms 1 to 2: atom 1 (C): -0.11, atom 2 (O): -0.16



Record 12
# C3H12N3O

A 2-piece molecular cluster, C3H12N3O overall at a distorted geometry (wB97M-V/def2-TZVPD, OMol25).

Geometry as ORCA input:
```
! wB97M-V def2-TZVPD RIJCOSX def2/J DEFGRID3
* xyz 2 2
C 2.33240 -0.51599 1.06175
C 0.43195 1.02072 0.70901
N -0.62270 1.47929 -0.01222
N 1.18289 0.03545 0.26285
N 0.64751 1.68451 1.86632
H -0.87502 0.90957 -0.90247
H -1.17807 2.19794 0.37454
H 1.08337 -0.49735 -0.59362
H 1.28610 1.26313 2.52575
H 0.01492 2.26110 2.45429
H 2.00060 -1.33398 1.69689
H 2.57855 0.36966 1.63177
H 3.15385 -0.85291 0.46878
C -2.32799 -1.19632 -2.09656
O -1.18516 -1.05326 -1.33599
H -0.84179 -1.96090 -1.05258
H -2.96334 -1.92523 -1.54196
H -2.56003 -0.18610 -2.43552
H -2.15805 -1.69934 -3.08102
*
```

Output
Frontier orbital gap (alpha / beta): 11.5 / 4.1 eV
HOMO (alpha / beta): -19.047 / -18.363 eV

Atomic partial charges in e from the Löwdin method, atoms 1 to 2: atom 1 (C): 0.04, atom 2 (C): -0.40



The records above give, respectively, energy values of -12428.698; -19167.564; -19167.555; -16208.927; -17119.294; -17119.777; -7768.368; -7767.482; -9823.377; -9816.980; -9817.506; -9802.698 eV.